Entry 1:
Formula: C20H42BrN3O20P3S4
Source: the OMol25 dataset
Level of theory: wB97M-V/def2-TZVPD

E = -208083.6273 eV
Strongest force on any atom = 1.910 eV/A
Spin multiplicity = 1
Charge = -1
HOMO-LUMO gap = 4.949 eV

Positions of all 93 atoms, in Å:
C 0.564 4.654 3.187
C -0.902 4.264 3.308
Br -1.941 5.975 2.984
C -1.382 3.229 2.321
P -0.759 1.399 2.736
C -0.177 -0.373 3.191
C 1.034 -0.405 4.142
C 2.354 -0.784 3.441
C 3.582 -0.316 4.218
N 4.121 0.974 3.794
C 4.848 1.777 4.628
C 5.187 2.912 3.943
C 4.644 2.798 2.637
C 4.014 1.583 2.583
C -2.326 0.725 1.781
O -2.156 -0.568 1.164
N -3.009 -1.489 1.671
O -2.829 -2.554 1.190
P -2.036 1.425 4.705
N -1.116 1.534 6.013
P 0.600 1.347 0.853
O 1.448 2.790 0.889
O -0.313 1.374 -0.531
H 0.854 5.272 4.042
H 1.216 3.782 3.189
H 0.725 5.244 2.286
H -1.122 4.027 4.347
H -2.477 3.239 2.343
H -1.072 3.545 1.318
H 0.306 1.982 3.522
H -1.019 -0.880 3.675
H 0.099 -0.939 2.297
H 1.130 0.505 4.738
H 0.829 -1.214 4.854
H 2.317 -0.429 2.410
H 2.395 -1.876 3.393
H 3.276 -0.157 5.257
H 4.376 -1.068 4.252
H 5.082 1.530 5.651
H 5.743 3.748 4.338
H 4.701 3.528 1.844
H 3.473 1.153 1.756
H -3.155 0.621 2.493
H -2.681 1.418 1.013
H -2.919 2.540 4.643
H -2.839 0.247 4.777
H -1.328 2.370 6.545
H 1.989 2.829 0.092
H -1.081 1.961 -0.467
C -0.509 -2.152 -4.592
C -1.705 -2.808 -3.943
O -1.374 -2.853 -2.556
S -0.487 -1.563 -2.165
O -1.321 -0.565 -1.616
O 0.674 -2.029 -1.499
O -0.100 -1.133 -3.670
H 0.308 -2.859 -4.717
H -0.753 -1.706 -5.554
H -1.886 -3.811 -4.322
H -2.608 -2.202 -4.062
C -5.318 -5.451 -2.937
C -4.593 -6.496 -2.115
O -4.370 -7.575 -3.041
S -4.136 -6.988 -4.507
O -2.744 -6.888 -4.755
O -5.005 -7.661 -5.405
O -4.687 -5.515 -4.225
H -6.374 -5.695 -3.058
H -5.219 -4.451 -2.524
H -5.175 -6.846 -1.268
H -3.624 -6.133 -1.768
C 1.242 8.816 -0.246
C 0.870 8.546 1.195
O 1.860 7.611 1.644
S 3.249 7.900 0.916
O 4.072 8.696 1.757
O 3.726 6.694 0.347
O 2.675 8.847 -0.246
H 0.913 8.008 -0.902
H 0.851 9.762 -0.611
H -0.126 8.125 1.300
H 0.949 9.448 1.805
C 0.358 -7.797 -7.687
C 1.775 -7.278 -7.538
O 1.655 -5.865 -7.756
S 0.241 -5.357 -7.211
O 0.378 -4.844 -5.895
O -0.388 -4.611 -8.239
O -0.453 -6.786 -7.082
H 0.071 -7.888 -8.737
H 0.203 -8.747 -7.185
H 2.463 -7.709 -8.260
H 2.156 -7.439 -6.528

Entry 2:
Formula: C20H42CeNP3S
Source: the OMol25 dataset
Level of theory: wB97M-V/def2-TZVPD

E = -74512.5764 eV
Strongest force on any atom = 3.973 eV/A
Spin multiplicity = 2
Charge = +3
HOMO-LUMO gap (alpha / beta) = 5.978 / 5.979 eV
Relative energy (zero: lowest compared OMol25 entry of this formula, charge and spin) = 3.0 kJ/mol

Positions of all 68 atoms, in Å:
Ce 0.480 -1.041 0.094
P -0.503 1.493 1.697
P -2.502 -0.965 0.022
P 2.668 0.955 0.314
H 1.232 -2.677 -4.714
C 2.169 -2.418 -4.173
C 2.313 -3.044 -2.829
H 1.620 -3.906 -2.775
C -1.032 3.000 0.803
C -1.971 1.338 2.792
C 0.611 2.240 2.952
C -2.922 -2.488 -0.896
C -3.835 -0.920 1.282
C -2.979 0.514 -0.972
C 3.945 0.325 -0.813
C 3.781 1.225 1.747
C 2.424 2.661 -0.307
H 3.025 -1.982 -4.702
H 3.349 -3.261 -2.472
H -1.428 3.687 1.564
H -1.818 2.742 0.080
H -0.178 3.453 0.289
H -2.045 2.246 3.407
H -1.870 0.457 3.446
H -2.891 1.263 2.195
H -0.012 2.843 3.632
H 1.350 2.896 2.472
H 1.119 1.458 3.534
H -3.935 -2.803 -0.629
H -2.238 -3.270 -0.549
H -2.816 -2.403 -1.982
H -4.668 -0.271 0.976
H -3.451 -0.558 2.242
H -4.219 -1.940 1.419
H -3.855 0.246 -1.574
H -2.161 0.838 -1.634
H -3.242 1.344 -0.298
H 4.601 1.165 -1.046
H 3.531 -0.095 -1.740
H 4.500 -0.447 -0.283
H 4.613 1.870 1.411
H 4.192 0.243 2.056
H 3.254 1.695 2.593
H 3.366 2.955 -0.784
H 2.186 3.381 0.488
H 1.620 2.656 -1.051
C 0.185 -0.873 -3.307
C 0.250 0.480 -3.699
C -0.586 0.916 -4.711
C -1.502 0.006 -5.265
C -1.670 -1.287 -4.756
C -0.764 -1.777 -3.809
S 1.553 -1.449 -2.415
H 0.125 0.409 -1.099
H 1.011 1.110 -3.226
H -0.534 1.945 -5.082
H -2.062 0.308 -6.141
H -2.474 -1.935 -5.125
H -0.581 -2.848 -3.675
C -0.564 -1.350 5.715
C 0.826 -1.235 5.030
C 0.711 -1.240 3.590
N 0.542 -1.353 2.434
H -1.188 -0.482 5.453
H -0.449 -1.386 6.796
H -1.043 -2.281 5.384
H 1.347 -0.280 5.310
H 1.489 -2.096 5.313

Entry 3:
Formula: C20H42Cl6N4O3Pd
Source: the OMol25 dataset
Level of theory: wB97M-V/def2-TZVPD

E = -112120.8183 eV
Strongest force on any atom = 2.078 eV/A
Spin multiplicity = 3
Charge = +2
HOMO-LUMO gap (alpha / beta) = 7.138 / 5.397 eV

Positions of all 76 atoms, in Å:
C -1.093 -0.367 5.309
C -2.390 0.061 4.628
N -2.763 -0.863 3.558
C -2.967 -0.556 2.232
C -3.265 -1.767 1.661
N -3.443 -2.707 2.621
C -3.134 -2.124 3.792
C -3.830 -4.105 2.436
H -0.677 0.445 5.907
H -0.274 -0.428 4.577
H -1.117 -1.339 5.792
H -2.336 1.069 4.221
H -3.229 0.104 5.324
H -2.773 0.388 1.756
H -3.362 -2.117 0.645
H -3.327 -2.545 4.765
H -4.413 -4.235 1.526
H -4.473 -4.413 3.255
H -2.916 -4.678 2.297
Pd 0.025 -2.781 -1.421
C 0.781 0.714 0.446
C -0.286 0.561 -0.648
O -0.227 -0.580 -1.356
H 0.571 1.580 1.068
H 1.710 0.842 -0.114
H 0.877 -0.189 1.046
H -0.580 1.437 -1.230
H -1.192 0.430 -0.008
Cl 4.826 -0.069 -0.719
C 4.205 1.588 -0.398
C 4.901 2.657 -1.221
Cl 4.579 2.376 -2.971
H 4.174 1.753 0.675
H 3.172 1.666 -0.745
H 5.981 2.780 -1.159
H 4.574 3.646 -0.890
Cl -5.022 0.249 -0.362
C -4.717 0.397 -2.099
C -4.023 1.681 -2.501
Cl -5.270 2.941 -2.755
H -5.619 0.175 -2.662
H -4.070 -0.463 -2.304
H -3.443 1.504 -3.405
H -3.360 2.080 -1.738
Cl -0.406 5.983 -1.505
C 0.111 4.491 -2.241
C 1.615 4.252 -2.049
Cl 2.001 4.159 -0.313
H -0.206 4.471 -3.282
H -0.419 3.667 -1.758
H 2.255 4.975 -2.543
H 1.809 3.261 -2.460
C 0.226 -3.433 1.930
O 0.142 -2.927 0.802
N 1.343 -3.562 2.628
C 1.306 -4.267 3.908
C 2.573 -2.857 2.292
H -0.652 -3.876 2.416
H 0.392 -4.823 4.115
H 1.530 -3.678 4.797
H 2.072 -5.042 3.823
H 2.622 -2.776 1.200
H 2.632 -1.846 2.679
H 3.450 -3.483 2.452
C 1.014 1.279 -3.671
O 0.234 2.203 -3.809
N 1.980 0.931 -4.533
C 2.856 -0.189 -4.270
C 2.100 1.639 -5.807
H 1.019 0.629 -2.776
H 2.699 -0.998 -4.983
H 2.638 -0.549 -3.261
H 3.885 0.160 -4.235
H 3.095 2.077 -5.885
H 1.974 0.937 -6.632
H 1.325 2.394 -5.859

Entry 4:
Formula: C20H42ClIN2NbO11P2S
Source: the OMol25 dataset
Level of theory: wB97M-V/def2-TZVPD

E = -98501.6102 eV
Strongest force on any atom = 7.893 eV/A
Spin multiplicity = 1
Charge = -1
HOMO-LUMO gap = 5.998 eV

Positions of all 81 atoms, in Å:
C -0.343 0.252 1.522
C 0.817 0.388 0.548
Nb 0.990 2.111 -0.973
C 1.084 4.023 -2.183
C 2.497 4.740 -2.455
C 2.624 4.924 -4.115
N 2.639 3.782 -5.103
O 2.665 6.179 -4.644
C -1.255 2.507 -0.516
C -1.994 3.431 -1.651
N -3.455 3.069 -1.642
C -3.873 2.225 -2.824
C -4.272 3.170 -4.142
C -4.382 4.217 -1.370
C -5.954 3.806 -0.967
O -4.140 5.524 -1.454
C 0.351 0.865 -2.738
C 0.161 -0.730 -2.577
C 1.441 -1.615 -2.091
I -1.690 -1.341 -1.484
P 3.515 1.576 -1.310
O 3.984 0.224 -0.256
Cl 3.886 1.048 -3.379
P 1.638 3.565 1.080
O 1.417 2.711 2.599
O 3.292 4.155 0.924
S 0.515 5.180 1.231
H -0.947 1.176 1.938
H -0.675 -0.828 1.816
H 1.644 -0.451 0.670
H 0.551 3.819 -3.219
H 0.393 4.829 -1.635
H 3.455 4.321 -1.958
H 2.421 5.870 -2.068
H 2.871 4.218 -6.042
H 1.634 3.460 -5.239
H -1.880 1.524 -0.425
H -1.300 3.020 0.558
H -1.583 3.256 -2.756
H -1.743 4.547 -1.393
H -4.826 1.604 -2.462
H -3.081 1.414 -3.140
H -3.685 4.204 -4.073
H -3.881 2.634 -5.121
H -5.432 3.317 -4.117
H -5.989 3.007 -0.108
H -6.392 3.332 -1.971
H -6.553 4.784 -0.735
H 1.077 1.052 -3.668
H -0.698 1.298 -3.111
H -0.076 -1.135 -3.680
H 1.353 -2.667 -2.652
H 1.427 -1.906 -0.932
H 2.495 -1.196 -2.368
H 3.530 -0.619 -0.542
H 2.323 2.583 3.003
H 3.485 4.616 1.807
C 2.925 -6.537 2.221
O 2.270 -5.358 1.756
C 1.043 -5.577 1.219
O 0.489 -6.660 1.112
O 0.539 -4.381 0.821
C -0.758 -4.458 0.232
H 3.896 -6.245 2.630
H 2.344 -7.012 3.019
H 3.095 -7.235 1.395
H -1.485 -4.849 0.950
H -0.735 -5.073 -0.673
H -1.062 -3.446 -0.049
C 0.385 -5.012 4.342
O 1.144 -5.181 5.538
C 0.439 -5.689 6.580
O -0.743 -5.994 6.565
O 1.276 -5.797 7.642
C 0.666 -6.321 8.820
H 1.048 -4.601 3.576
H 0.004 -5.975 3.987
H -0.435 -4.304 4.503
H 0.295 -7.336 8.644
H -0.143 -5.666 9.160
H 1.426 -6.363 9.604